No. 1
The following is a DFT calculation (ωB97M-V/def2-TZVPD) of C7H10N5O7Pd as an isolated structure.

expectation value of S²	2.007
LUMO (spin up / spin down)	3.30 / 2.07	eV
multiplicity	3
net charge	-1

Cartesian coordinates (Å):
H 3.11 0.30 1.82
N -3.62 -3.09 0.42
C 3.29 2.43 0.14
C 2.23 0.79 -1.48
Pd -0.31 -0.24 -0.30
C -1.20 -1.90 -1.64
C 2.39 1.21 0.00
O 1.11 0.26 -1.80
C -2.63 1.98 0.61
H 2.84 3.30 -0.34
H 3.90 -0.27 0.34
O -1.82 1.96 -0.29
O -3.30 2.65 1.33
C -2.97 0.07 1.07
H -0.83 -1.47 -2.56
H 2.27 -0.83 0.73
O -4.14 -0.19 0.97
H 0.67 2.17 0.08
O -1.90 -0.43 1.36
O 1.12 1.50 0.61
H -4.09 -2.19 0.58
N -2.46 -2.76 -0.30
H 3.44 2.65 1.19
C 2.95 0.03 0.77
N -0.43 -2.58 -0.77
N -1.28 -3.12 0.11
H 4.25 2.25 -0.35
O 3.18 0.96 -2.24
N -2.51 -2.04 -1.38
H -3.27 -3.40 1.32

How is the electron density shared among the atoms? According to natural (NBO), the charges in e are:
1 H 0.202
2 N -0.617
3 C -0.618
4 C 0.747
5 Pd 0.789
6 C 0.024
7 C 0.128
8 O -0.801
9 C 0.823
10 H 0.205
11 H 0.219
12 O -0.635
13 O -0.574
14 C 0.786
15 H 0.248
16 H 0.225
17 O -0.622
18 H 0.491
19 O -0.686
20 O -0.744
21 H 0.406
22 N 0.176
23 H 0.197
24 C -0.616
25 N -0.301
26 N -0.089
27 H 0.233
28 O -0.696
29 N -0.270
30 H 0.373



No. 2
The following is a DFT calculation (ωB97M-V/def2-TZVPD) of C7H10NO as an isolated structure.

LUMO	-5.65	eV
multiplicity	1
net charge	+1

Cartesian coordinates (Å):
H -3.27 0.47 0.06
H -2.50 2.60 0.22
H -2.27 -0.98 0.26
H 3.07 0.38 -0.53
H 3.41 1.56 0.73
C -1.45 2.28 0.28
C 1.25 1.13 0.36
O -0.55 3.06 0.53
H 1.38 -1.35 -0.38
C 2.75 0.72 0.45
C 0.10 0.33 0.06
H 2.82 -0.02 1.26
C -1.18 0.85 0.04
C 0.33 -1.12 -0.21
H -0.01 -1.72 0.64
N 1.64 2.26 0.64
C -2.35 -0.01 -0.24
H -0.24 -1.44 -1.08
H -2.42 -0.21 -1.31

How is the electron density shared among the atoms? According to natural (NBO), the charges in e are:
1 H 0.248
2 H 0.170
3 H 0.252
4 H 0.280
5 H 0.334
6 C 0.398
7 C 0.264
8 O -0.438
9 H 0.232
10 C -0.581
11 C -0.058
12 H 0.282
13 C 0.055
14 C -0.646
15 H 0.253
16 N 0.110
17 C -0.671
18 H 0.253
19 H 0.264



No. 3
The following is a DFT calculation (ωB97M-V/def2-TZVPD) of an isolated ion of composition C7H10NO and charge +1.

LUMO	-5.82	eV
multiplicity	1
net charge	+1

Cartesian coordinates (Å):
H 3.18 0.44 -1.03
C -0.95 -2.49 -0.45
H 0.48 2.50 0.03
O 2.28 -1.24 -1.57
H -0.97 -3.04 -1.34
H 1.78 2.11 1.24
C -1.03 0.19 0.85
C 0.15 -1.49 -0.56
H 2.37 2.16 -0.40
H -0.68 -3.32 0.29
H -2.01 0.06 0.21
C 1.26 0.49 -0.18
H -0.85 1.24 1.24
C 2.23 -0.16 -0.96
H -1.90 -2.09 -0.21
N 1.13 -1.84 -1.37
H -1.18 -0.23 1.95
C 1.51 1.91 0.23
C 0.08 -0.21 0.05

How is the electron density shared among the atoms? According to natural (NBO), the charges in e are:
1 H 0.215
2 C -0.661
3 H 0.256
4 O -0.117
5 H 0.267
6 H 0.259
7 C -0.726
8 C 0.207
9 H 0.238
10 H 0.270
11 H 0.284
12 C -0.060
13 H 0.260
14 C 0.320
15 H 0.238
16 N -0.066
17 H 0.314
18 C -0.639
19 C 0.140



No. 4
The following is a DFT calculation (ωB97M-V/def2-TZVPD) of C7H10NO2 as an isolated structure.

LUMO	-4.31	eV
multiplicity	1
net charge	+1

Cartesian coordinates (Å):
H -1.12 -0.47 2.72
H -1.33 1.63 1.29
C 0.17 2.42 0.11
C 1.50 0.93 -1.10
O -1.71 -0.86 2.13
N 0.88 -0.18 -0.64
H -3.12 -1.44 0.29
C 1.18 2.26 -0.81
C 1.16 -1.49 -1.10
H 0.33 -2.05 -0.67
H -0.58 -2.29 1.32
C -1.25 -1.47 1.01
O -2.21 -1.94 0.19
C -0.19 0.01 0.20
H 1.02 -1.58 -2.20
H 1.52 3.05 -1.37
H 2.08 -1.95 -0.59
H -0.11 3.40 0.33
H 2.29 0.76 -1.78
C -0.50 1.26 0.68

How is the electron density shared among the atoms? According to natural (NBO), the charges in e are:
1 H 0.505
2 H 0.268
3 C -0.054
4 C 0.125
5 O -0.706
6 N -0.305
7 H 0.520
8 C -0.239
9 C -0.429
10 H 0.234
11 H 0.178
12 C 0.498
13 O -0.677
14 C 0.165
15 H 0.252
16 H 0.253
17 H 0.251
18 H 0.232
19 H 0.228
20 C -0.298



No. 5
The following is a DFT calculation (ωB97M-V/def2-TZVPD) of an isolated ion of composition C7H10NO2 and charge +1.

LUMO	-3.94	eV
multiplicity	1
structure (SMILES)	CC(=C=O)/C=C\[N+](C)=C\O
net charge	+1

Cartesian coordinates (Å):
C -0.41 -1.06 -1.48
H -1.10 -1.06 -2.36
O -1.36 0.97 -2.94
C 1.27 0.44 0.83
H -0.55 -1.17 3.24
H 0.51 -1.71 -1.56
O -2.22 0.11 1.11
C 0.18 -0.01 1.68
N 0.07 0.28 -1.38
H 1.11 -1.41 3.06
H -1.78 1.70 -3.49
C -1.08 -0.04 1.33
H -1.00 -1.44 -0.64
H -0.01 2.24 -1.82
C 0.35 -0.70 3.02
C 1.33 0.42 -0.56
H 0.70 0.08 3.74
C -0.42 1.23 -2.08
H 2.21 0.74 -1.15
H 2.20 0.38 1.44

How is the electron density shared among the atoms? According to natural (NBO), the charges in e are:
1 C -0.452
2 H 0.251
3 O -0.624
4 C -0.102
5 H 0.231
6 H 0.248
7 O -0.419
8 C -0.378
9 N -0.335
10 H 0.229
11 H 0.557
12 C 0.748
13 H 0.245
14 H 0.225
15 C -0.575
16 C -0.130
17 H 0.232
18 C 0.544
19 H 0.247
20 H 0.257



No. 6
The following is a DFT calculation (ωB97M-V/def2-TZVPD) of an isolated ion of composition C7H10NO2S and charge +1.

LUMO	-3.87	eV
multiplicity	1
structure (SMILES)	CC(C)=[N+]=C1C[C@@H](S)C(=O)O1
net charge	+1

Cartesian coordinates (Å):
H 1.16 -0.94 1.91
C -2.69 -0.15 -0.77
O -1.19 1.33 0.36
H 3.75 1.27 0.69
C -0.44 0.40 -0.23
C -1.25 -0.56 -1.16
S -3.24 -1.35 0.60
C 1.95 0.22 0.32
H -4.52 -1.10 0.36
H 3.76 0.03 -0.63
N 0.79 0.37 -0.14
O -3.40 1.95 0.30
H 2.88 1.42 -1.10
H -1.03 -1.70 -1.18
C -2.60 1.12 -0.05
C 2.06 -0.65 1.51
C 3.16 0.83 -0.20
H -3.51 -0.26 -1.47
H 2.34 -1.69 1.05
H -1.05 -0.16 -2.13
H 3.06 -0.40 1.97

How is the electron density shared among the atoms? According to natural (NBO), the charges in e are:
1 H 0.259
2 C -0.432
3 O -0.448
4 H 0.283
5 C 0.677
6 C -0.484
7 S 0.019
8 C 0.487
9 H 0.154
10 H 0.274
11 N -0.393
12 O -0.433
13 H 0.263
14 H 0.289
15 C 0.764
16 C -0.689
17 C -0.695
18 H 0.296
19 H 0.275
20 H 0.263
21 H 0.272



No. 7
The following is a DFT calculation (ωB97M-V/def2-TZVPD) of an isolated ion of composition C7H10NO3 and charge -1.

LUMO (spin up / spin down)	3.21 / 3.20	eV
multiplicity	1
net charge	-1

Cartesian coordinates (Å):
C 0.62 0.41 0.01
C -2.04 0.27 -0.06
C -3.16 -0.79 -0.23
H 2.52 -2.47 0.42
H 1.56 1.15 -1.66
H 1.03 -0.59 1.69
O -3.70 -0.83 -1.35
H -0.18 1.50 -1.77
C 1.04 -0.94 0.66
O -0.74 2.16 0.83
C 0.61 0.65 -1.51
H 0.51 -0.28 -2.08
O -3.37 -1.41 0.81
H 0.68 1.33 1.67
H 3.34 -1.06 0.89
H 2.74 -1.28 -0.91
C -1.98 1.45 0.45
H 0.19 -1.65 0.45
N 0.46 1.52 0.75
H -2.66 2.23 0.73
C 2.50 -1.36 0.24

How is the electron density shared among the atoms? According to natural (NBO), the charges in e are:
1 C 0.264
2 C -0.117
3 C 0.705
4 H 0.205
5 H 0.189
6 H 0.199
7 O -0.747
8 H 0.248
9 C -0.472
10 O -0.416
11 C -0.675
12 H 0.222
13 O -0.745
14 H 0.335
15 H 0.209
16 H 0.211
17 C -0.120
18 H 0.268
19 N -0.324
20 H 0.196
21 C -0.634



No. 8
The following is a DFT calculation (ωB97M-V/def2-TZVPD) of the molecule C7H10NO3PS.

LUMO	0.07	eV
multiplicity	1

Cartesian coordinates (Å):
H 1.34 0.88 -1.95
O -2.24 -1.43 -3.31
H -1.86 1.13 0.44
H 3.07 -1.48 -0.65
C -1.42 1.41 1.37
C 0.80 -3.58 -2.14
P -1.84 -1.65 -1.91
H -2.07 1.53 2.25
N 0.21 -2.46 -1.90
O -0.96 -0.22 -1.46
S 2.45 -3.56 -1.66
C 2.21 -1.99 -1.02
H 2.09 0.91 -0.23
O -0.12 -0.73 0.76
H 0.40 -4.34 -2.79
H 0.47 1.65 -0.53
H 0.36 0.45 2.21
C 1.11 0.83 -0.79
H -1.30 -0.49 2.32
H -0.75 2.36 1.46
C 0.21 -0.47 -0.53
C 0.93 -1.60 -1.16
C -0.60 0.14 1.77

How is the electron density shared among the atoms? According to natural (NBO), the charges in e are:
1 H 0.236
2 O -1.074
3 H 0.248
4 H 0.251
5 C -0.661
6 C -0.114
7 P 1.513
8 H 0.219
9 N -0.464
10 O -0.860
11 S 0.480
12 C -0.408
13 H 0.209
14 O -0.544
15 H 0.241
16 H 0.228
17 H 0.181
18 C -0.658
19 H 0.198
20 H 0.208
21 C 0.526
22 C 0.101
23 C -0.055



No. 9
The following is a DFT calculation (ωB97M-V/def2-TZVPD) of the molecule C7H10NOPS2.

LUMO	0.23	eV
multiplicity	1
structure (SMILES)	COS[P@@](N)(=S)c1ccccc1

Cartesian coordinates (Å):
P 0.96 -1.20 -0.13
C -1.49 -0.52 -1.12
C -3.22 0.73 -0.03
H 3.35 2.54 1.53
H 0.24 -2.69 -1.89
S 1.65 -2.55 1.06
H 2.84 0.78 2.18
H -4.36 1.11 -0.05
H -2.59 1.52 1.94
H 1.89 -2.51 -2.11
O 2.16 1.52 0.29
C 3.10 1.47 1.38
C -2.81 -0.03 -1.07
H -0.52 0.68 1.95
N 1.01 -2.05 -1.98
H -3.25 -0.35 -2.00
S 2.29 0.28 -0.84
H 4.01 1.07 0.92
C -0.67 -0.35 -0.04
C -2.34 0.98 1.04
H -1.17 -0.93 -2.06
C -1.06 0.49 1.03

How is the electron density shared among the atoms? According to natural (NBO), the charges in e are:
1 P 1.124
2 C -0.178
3 C -0.176
4 H 0.205
5 H 0.364
6 S -0.494
7 H 0.197
8 H 0.226
9 H 0.223
10 H 0.380
11 O -0.677
12 C -0.269
13 C -0.226
14 H 0.232
15 N -1.088
16 H 0.228
17 S 0.296
18 H 0.182
19 C -0.397
20 C -0.211
21 H 0.238
22 C -0.179



No. 10
The following is a DFT calculation (ωB97M-V/def2-TZVPD) of an isolated ion of composition C7H10NOS2 and charge +1.

LUMO	-4.40	eV
multiplicity	1
net charge	+1

Cartesian coordinates (Å):
S 1.86 0.90 0.97
H 0.50 -2.08 2.16
C 0.59 0.11 0.14
C 2.16 -0.70 1.90
H 3.17 -1.16 1.77
H -1.34 2.68 -1.50
H 0.30 2.25 -2.20
C -1.56 0.56 0.37
C -0.37 2.27 -1.31
O -1.73 0.87 1.45
H 0.05 2.84 -0.54
S -2.31 -1.07 -0.61
H 1.69 -2.56 0.84
H -1.23 0.12 -2.62
C -0.53 0.79 -0.71
H -3.64 -0.82 -1.16
C 1.15 -1.74 1.29
H -0.21 -1.15 -1.87
H 2.17 -0.64 3.02
N 0.31 -1.14 0.35
C -1.03 -0.33 -1.74

How is the electron density shared among the atoms? According to natural (NBO), the charges in e are:
1 S 0.357
2 H 0.227
3 C 0.092
4 C -0.545
5 H 0.247
6 H 0.238
7 H 0.253
8 C 0.672
9 C -0.589
10 O -0.375
11 H 0.238
12 S 0.365
13 H 0.231
14 H 0.245
15 C -0.195
16 H 0.204
17 C -0.255
18 H 0.291
19 H 0.253
20 N -0.479
21 C -0.474



No. 11
The following is a DFT calculation (ωB97M-V/def2-TZVPD) of an isolated ion of composition C7H10NOS2 and charge +1.

LUMO	-4.86	eV
multiplicity	1
net charge	+1

Cartesian coordinates (Å):
N 1.56 0.55 0.02
H -1.18 -1.28 2.15
H 1.02 3.10 -2.01
H 2.35 2.43 0.62
C 0.34 0.35 -0.27
C 0.52 -1.97 0.37
C 2.03 1.81 -0.30
H -3.24 -2.26 1.15
S -0.51 1.57 -1.28
H 2.79 1.62 -1.09
H 1.21 -1.43 1.05
C -0.49 -0.83 0.07
C 0.91 2.71 -0.99
O -1.46 -1.99 -1.95
H 0.44 3.36 -0.30
H -0.01 -2.84 0.68
S -3.05 -1.06 0.47
C -1.44 -1.47 -0.92
C -1.45 -0.59 1.31
H 1.09 -2.24 -0.43
H -1.45 0.46 1.65

How is the electron density shared among the atoms? According to natural (NBO), the charges in e are:
1 N -0.395
2 H 0.271
3 H 0.253
4 H 0.245
5 C 0.149
6 C -0.579
7 C -0.255
8 H 0.201
9 S 0.180
10 H 0.239
11 H 0.275
12 C -0.264
13 C -0.504
14 O -0.335
15 H 0.224
16 H 0.217
17 S 0.298
18 C 0.744
19 C -0.480
20 H 0.242
21 H 0.275



No. 12
The following is a DFT calculation (ωB97M-V/def2-TZVPD) of the molecule C7H10NP.

LUMO	0.88	eV
multiplicity	1
structure (SMILES)	N#CP(C1CC1)C1CC1

Cartesian coordinates (Å):
C 2.32 0.81 -0.12
H -0.87 3.60 -0.49
C -0.59 2.72 0.12
C -0.47 -2.35 0.29
H -0.11 1.14 -1.35
P 0.65 0.17 0.58
N 3.39 1.20 -0.31
H -0.71 -2.33 1.38
H -2.11 1.26 0.92
C -0.36 1.34 -0.36
C 0.99 -2.71 0.19
H 1.40 -2.75 1.16
H -1.29 -2.90 -0.31
C -1.74 1.79 0.06
H -0.26 3.17 1.07
H 0.38 -1.24 -1.41
H 1.51 -3.51 -0.32
H -2.52 1.97 -0.73
C 0.39 -1.38 -0.36

How is the electron density shared among the atoms? According to natural (NBO), the charges in e are:
1 C -0.026
2 H 0.233
3 C -0.422
4 C -0.421
5 H 0.230
6 P 0.845
7 N -0.341
8 H 0.231
9 H 0.212
10 C -0.559
11 C -0.411
12 H 0.212
13 H 0.227
14 C -0.396
15 H 0.229
16 H 0.244
17 H 0.234
18 H 0.222
19 C -0.543



Table of total energy (eV), in record order: -32684.1558, -10948.0730, -10947.8722, -12997.2640, -12996.8612, -23833.1962, -15048.6589, -35176.8642, -41916.4587, -32619.5973, -32619.7567, -18196.7384
Table of largest force on an atom (hartree/bohr), in record order: 0.0113, 0.0274, 0.1532, 0.0714, 0.0640, 0.1015, 0.0807, 0.0876, 0.0828, 0.0911, 0.0796, 0.0800
Table of energy relative to the best compared isomer or geometry (same formula, charge and spin) (eV), in record order: 0.000, 3.403, 3.604, 1.543, 1.946, 0.079, 6.386, 0.000, 1.876, 0.417, 0.258, 1.865